A 2-piece molecular cluster, C5H13O2 overall, computed with the ωB97M-V functional and the def2-TZVPD basis.

Results
- HOMO energy (spin up / spin down) (eV) = -10.874 / -10.505
- multiplicity = 2
- HOMO-LUMO gap (spin up / spin down) (eV) = 11.74 / 8.23
- energy relative to the best compared isomer or geometry (same formula, charge and spin) (kJ/mol) = 60.9
- DFT total energy (eV) = -9488.294
- expectation value of S² = 0.754

Geometry (Å):
O -2.8912 1.2404 -1.0791
O -1.9759 -1.0617 -0.3150
C 1.8969 1.0913 0.1156
C 1.1236 -0.9900 -0.9565
C -1.3507 -1.0558 0.8802
C 0.6587 0.2658 -0.1801
C -0.1470 -0.0801 1.0778
H 0.4110 -0.4562 1.9447
H 2.3551 1.3821 -0.8445
H 1.8458 -1.4740 -0.2823
H -0.5447 0.8361 1.5483
H 2.6547 0.5380 0.6793
H 1.4556 -0.6847 -1.9453
H -2.4635 0.3946 -0.8049
H -0.8607 -2.0517 0.9227
H 0.0004 0.7828 -0.9005
H 1.7805 2.0533 0.6301
H -2.1699 1.8711 -1.1870
H -2.0005 -1.0072 1.7677
H 0.2220 -1.5940 -1.0712

Atomic forces in eV per Å
0.238 -0.140 0.214
-0.010 -0.267 0.529
0.570 0.948 -0.462
-1.103 0.475 1.275
1.359 0.227 0.411
0.036 -0.370 -0.237
-0.903 0.660 0.438
0.510 -0.386 -0.515
0.018 -0.255 0.243
0.104 -0.260 -0.842
-0.094 0.060 -0.585
-0.184 -0.155 -0.054
0.529 -0.301 0.120
-0.391 0.798 -0.580
-0.330 -0.277 -0.079
0.121 0.187 0.540
-0.511 -0.265 0.126
-0.090 -0.110 0.021
-0.270 -0.177 -0.309
0.400 -0.392 -0.253


One molecule with the formula C8H12FNO, computed with the ωB97M-V functional and the def2-TZVPD basis.

Results
- HOMO energy (eV) = -7.387
- HOMO-LUMO gap (eV) = 8.24
- energy relative to the best compared isomer or geometry (same formula, charge and spin) (kJ/mol) = 0.0
- DFT total energy (eV) = -14742.715
- SMILES = CO/C=C/C=C(C)\C=C(/N)F

Geometry (Å):
F 1.6529 -2.7351 0.7555
O 1.4664 1.5071 -2.2172
N 0.5756 -1.7472 2.4145
C 0.5068 0.9980 -1.4228
C 2.6102 2.1542 -1.6268
C -0.2629 -1.3550 0.0835
C -1.3991 -0.4510 0.2323
C -0.7499 0.8025 -1.7689
C 0.5518 -1.8199 1.0557
C -2.2356 -0.4566 1.4443
C -1.7406 0.3477 -0.7678
H 0.8181 -2.6559 2.7834
H 0.7771 0.7147 -0.3960
H 0.0681 -1.5341 -0.9622
H 2.4420 2.3491 -0.5699
H -1.5538 -0.0459 2.2982
H -0.2138 -1.3758 2.8860
H -3.0299 0.1658 1.3034
H 3.4779 1.4592 -1.7779
H -2.7058 0.8398 -0.6163
H -2.7758 -1.3715 1.8078
H 2.8857 3.0414 -2.1760
H -1.1655 1.1685 -2.7627

Atomic forces in eV per Å
-2.157 1.851 -0.194
0.154 0.558 -0.509
0.567 -0.259 0.498
0.838 0.288 1.024
0.510 -1.879 -0.227
1.978 -0.629 0.103
-0.023 -1.693 -0.056
-2.524 0.725 -1.922
0.681 -1.802 -1.383
1.883 -1.505 2.779
0.560 0.994 -0.155
0.168 0.070 0.232
0.342 0.365 -0.424
-0.186 -0.012 0.994
0.085 0.115 0.003
-1.551 -0.577 -1.091
-0.689 0.401 0.060
-1.951 2.285 -0.198
-0.639 0.488 0.493
0.367 0.251 -0.671
1.218 0.120 -0.459
-0.498 0.417 -0.124
0.870 -0.575 1.224


One molecule with the formula C19H19NO3, computed with the ωB97M-V functional and the def2-TZVPD basis.

Results
- HOMO energy (eV) = -9.304
- HOMO-LUMO gap (eV) = 9.95
- energy relative to the best compared isomer or geometry (same formula, charge and spin) (kJ/mol) = 96.8
- DFT total energy (eV) = -27644.143
- SMILES = COC(=O)[C@@H]1C[C@H]1[C@@H](NC(=O)c1ccccc1)c1ccccc1

Geometry (Å):
O -1.0462 1.1179 -1.2023
O 4.9057 1.1319 0.7477
O 3.4631 2.5513 -0.2184
N -0.9304 0.0549 0.8111
C 0.4647 -0.3662 0.8476
C -1.5807 0.6681 -0.2104
C -3.6926 1.9533 -0.3945
C 3.8459 1.3371 0.2086
C 0.9337 -4.3890 -0.5847
C 1.9127 0.3807 -1.2450
C -5.1782 -0.1006 0.7168
C -3.0567 0.7862 0.0154
C -3.8107 -0.2468 0.5631
C 2.8277 0.2958 -0.0478
C 1.4412 -2.6790 1.0185
C 4.3923 3.6029 -0.0103
C 0.1069 -3.5057 -1.2580
C -5.8009 1.0751 0.3319
C -5.0569 2.1010 -0.2275
C 1.3572 0.6214 0.1106
C -0.0493 -2.2101 -0.7979
C 1.6012 -3.9730 0.5545
C 0.6190 -1.7855 0.3441
H 1.9597 -2.3603 1.9121
H -3.3413 -1.1810 0.8410
H 3.9423 4.4950 -0.4382
H -5.5427 3.0138 -0.5388
H 1.6807 -0.5434 -1.7500
H -3.0988 2.7356 -0.8426
H 1.1278 1.6497 0.3592
H -5.7601 -0.9085 1.1357
H 1.0569 -5.3990 -0.9462
H 5.3399 3.3757 -0.5031
H -0.6886 -1.5220 -1.3305
H 4.5784 3.7406 1.0570
H 3.1584 -0.6881 0.2602
H -6.8676 1.1865 0.4591
H 2.0123 1.2338 -1.8958
H -1.4990 -0.3063 1.5609
H 2.2463 -4.6575 1.0852
H -0.4165 -3.8245 -2.1474
H 0.7591 -0.3411 1.9075

Atomic forces in eV per Å
0.048 0.082 -0.272
-0.017 0.063 -0.029
-0.333 -0.107 -0.150
0.060 -0.147 0.322
0.191 -0.030 -0.190
-0.168 0.013 0.288
0.134 -0.054 0.004
0.111 -0.118 0.117
0.061 -0.092 0.024
-0.104 0.105 0.080
-0.114 -0.035 0.057
-0.276 0.043 -0.121
0.124 0.074 -0.018
0.041 -0.112 0.079
-0.059 0.101 -0.057
0.344 0.148 0.132
-0.052 0.032 -0.064
-0.056 -0.052 0.017
0.003 0.042 -0.009
0.100 0.065 0.000
-0.022 -0.031 0.037
0.059 -0.128 -0.009
0.024 -0.046 0.217
0.046 0.048 0.098
0.045 -0.066 0.019
0.011 -0.044 0.019
-0.030 0.077 -0.019
0.008 -0.101 0.048
0.051 0.058 -0.059
0.086 0.020 -0.079
-0.042 -0.060 0.019
0.008 -0.083 -0.025
-0.074 0.057 0.044
-0.060 0.076 -0.079
-0.001 0.020 -0.096
-0.008 0.054 -0.038
-0.083 0.007 0.007
0.003 0.116 0.026
-0.003 0.117 -0.091
0.045 -0.064 0.045
-0.042 -0.027 -0.074
-0.059 -0.023 -0.221


An isolated ion of composition C4H7N2 and charge +1, computed with the ωB97M-V functional and the def2-TZVPD basis.

Results
- HOMO energy (spin up / spin down) (eV) = -14.590 / -14.587
- HOMO-LUMO gap (spin up / spin down) (eV) = 7.79 / 7.78
- energy relative to the best compared isomer or geometry (same formula, charge and spin) (kJ/mol) = 652.7
- charge = +1
- DFT total energy (eV) = -7228.974

Geometry (Å):
N 1.4152 0.0007 0.2854
N 2.5916 -0.1414 -0.0332
C -0.8494 0.8786 0.5237
C 0.4393 0.8640 -0.1699
C -0.3781 -1.6058 0.2966
C -0.6751 -0.3294 -0.3278
H 0.0493 -2.4271 -0.2519
H 2.8414 0.2557 -0.9577
H 0.7201 1.7734 -0.8101
H -0.8773 0.8766 1.6576
H -1.5741 1.7053 0.2648
H -0.8745 -0.2893 -1.3663
H -0.7776 -1.8002 1.2667

Atomic forces in eV per Å
2.010 -0.457 1.516
-1.317 -0.361 -0.256
-1.556 1.089 1.792
0.871 1.607 -1.077
0.401 2.445 -1.133
-1.081 -0.818 0.999
0.093 -0.140 -0.244
-0.073 0.465 0.167
-0.323 -1.641 0.414
0.354 -0.913 -1.407
1.107 -1.072 -0.460
-0.608 -0.190 -1.023
0.123 -0.013 0.711